# C10H15ClFHgYb

A molecular structure, C10H15ClFHgYb at a distorted geometry (the ωB97M-V functional and the def2-TZVPD basis, the Open Molecules 2025 dataset).

The HOMO energy (spin up / spin down) is 0.118 / 0.116 eV. The expectation value of S² is 0.751. The net charge is -2. As for the spin multiplicity: 2. Its gap between HOMO and LUMO (spin up / spin down) is 5.21 / 5.21 eV.

Geometry as XYZ:
```
29
C10H15ClFHgYb (the ωB97M-V functional and the def2-TZVPD basis)
Yb 2.05481 1.12414 -0.80595
Cl 1.15126 3.38089 -0.76543
C 1.90519 0.15338 -3.03723
C 4.45576 1.29745 -0.33416
H 2.82027 -0.20560 -3.53216
H 1.19631 -0.68602 -2.93373
H 1.43818 0.93458 -3.66182
H 5.16677 0.85383 -1.04793
H 4.59339 0.83020 0.65488
H 4.66540 2.37646 -0.23986
Hg 0.23401 -0.65882 1.60517
C -0.05101 0.48032 3.42599
C 1.83931 -1.30094 0.38038
H 0.56410 0.07483 4.24172
H 0.25407 1.50412 3.16806
H -1.10521 0.46678 3.71773
H 2.74843 -1.56662 0.98202
H 1.56390 -2.12796 -0.30229
F -5.62174 -0.73160 -0.88133
C -4.29460 -0.67315 -0.50219
C -3.58558 -1.85510 -0.33732
C -2.26148 -1.78657 0.14048
C -1.72280 -0.57553 0.47283
C -2.37860 0.60341 0.21619
C -3.70212 0.56142 -0.24872
H -4.05774 -2.79052 -0.56998
H -1.68920 -2.71516 0.24615
H -1.89721 1.57159 0.36408
H -4.28385 1.46020 -0.41561
```

=====

# C10H15ClN3

A gas-phase ion, C10H15ClN3 (charge +1) at a distorted geometry (the ωB97M-V functional and the def2-TZVPD basis, the Open Molecules 2025 dataset).

The HOMO energy (spin up / spin down) is -12.637 / -12.570 eV. The energy above the lowest of the compared OMol25 structures with the same formula, charge and spin comes out at 572.3 kJ/mol. The net charge is +1. As for the spin multiplicity: 1. Its gap between HOMO and LUMO (spin up / spin down) is 7.33 / 7.94 eV.

Geometry as XYZ:
```
29
C10H15ClN3 (the ωB97M-V functional and the def2-TZVPD basis)
C 3.04565 0.16849 0.15305
C 2.19684 -2.02415 -0.85895
C 3.19129 -1.05008 -0.55514
C 1.97838 0.39399 0.87820
C -2.70530 1.80723 0.36595
C -2.25186 1.30888 -1.04349
C -2.78158 0.56914 1.30957
C -0.89523 0.56614 -0.88068
C -1.58556 -0.31335 1.44323
C -1.02975 -0.69591 0.03062
N 0.89466 -1.98321 -0.73093
N 0.28402 -1.31615 0.08986
N 4.39424 -1.25929 -0.99008
Cl 1.45818 0.93652 2.29846
H 3.93820 0.74538 0.00800
H 2.47645 -2.79186 -1.60368
H -1.76287 2.37947 0.68977
H -3.64477 2.32461 0.41702
H -3.01586 0.71032 -1.44994
H -2.13088 2.16049 -1.75573
H -3.03438 0.99689 2.29239
H -3.66514 -0.02267 0.95316
H -0.51512 0.35219 -1.86281
H -0.06997 1.16023 -0.41142
H -0.83549 0.20053 1.85009
H -1.88804 -1.13003 1.99349
H -1.78546 -1.42518 -0.52783
H 5.15396 -0.62772 -0.67111
H 4.58538 -2.14090 -1.43106
```

=====

# C10H15ClNP

A single C10H15ClNP molecule at a distorted geometry (the ωB97M-V functional and the def2-TZVPD basis, the Open Molecules 2025 dataset).

The HOMO energy is -7.774 eV. The energy above the lowest of the compared OMol25 structures with the same formula, charge and spin comes out at 0.0 kJ/mol. The SMILES is CCN(CC)P(Cl)c1ccccc1. The net charge is 0. As for the spin multiplicity: 1. Its gap between HOMO and LUMO is 7.91 eV.

Geometry as XYZ:
```
28
C10H15ClNP (the ωB97M-V functional and the def2-TZVPD basis)
C 2.87469 0.53536 -1.69925
C 2.54478 1.28691 -0.32455
N 1.34831 0.79838 0.37806
C 1.35508 -0.54764 0.81085
C 1.55294 -0.79594 2.33352
P -0.25156 1.67561 -0.75351
Cl -0.52847 3.16128 0.57432
C -1.44038 0.32472 -0.35267
C -2.25165 0.29625 0.78820
C -3.36696 -0.50728 0.73806
C -3.85317 -1.09136 -0.44083
C -3.03100 -1.13644 -1.51566
C -1.83397 -0.31856 -1.51412
H 3.08808 1.32829 -2.36699
H 3.66501 -0.15784 -1.34713
H 1.95086 -0.02517 -1.94053
H 3.43913 1.21377 0.37184
H 2.35606 2.33516 -0.56402
H 2.17588 -1.05412 0.23312
H 0.34596 -0.93751 0.55247
H 1.03476 -0.01380 2.84003
H 1.12395 -1.69322 2.54578
H 2.62631 -0.80808 2.52416
H -1.71506 0.64885 1.69226
H -3.96840 -0.58069 1.61695
H -4.73090 -1.84673 -0.58295
H -3.41967 -1.74858 -2.31323
H -1.09061 -0.34161 -2.28416
```

=====

# C10H15CuN3OP

A molecular structure, C10H15CuN3OP at a distorted geometry (the ωB97M-V functional and the def2-TZVPD basis, the Open Molecules 2025 dataset).

The HOMO energy (spin up / spin down) is -0.768 / -2.781 eV. The expectation value of S² is 0.762. The energy above the lowest of the compared OMol25 structures with the same formula, charge and spin comes out at 0.0 kJ/mol. The net charge is -1. As for the spin multiplicity: 2. Its gap between HOMO and LUMO (spin up / spin down) is 4.28 / 6.24 eV.

Geometry as XYZ:
```
31
C10H15CuN3OP (the ωB97M-V functional and the def2-TZVPD basis)
C 0.42807 -2.18890 -2.48908
C 0.00914 -1.13168 -3.36207
C -1.29015 -0.72396 -2.97064
C -1.72568 -1.54509 -1.89416
C -0.68835 -2.49281 -1.58939
Cu 0.41918 -1.05988 -0.69136
P 2.56587 -0.77522 -0.52562
H 1.32864 -2.78973 -2.57667
H 0.58286 -0.76317 -4.21432
H -1.89777 0.02766 -3.47565
H -0.75028 -3.36684 -0.93923
H -2.69311 -1.51715 -1.39986
H 2.96569 0.55944 -0.26506
H 3.44292 -1.15509 -1.56889
H 3.11724 -1.47272 0.57146
C -1.02880 0.25773 3.94309
N -0.73580 0.80963 2.62066
C -0.43949 2.13446 2.48162
C -0.09538 2.64591 1.26446
C 0.00859 1.76884 0.16746
N -0.23208 0.46762 0.32978
C -0.55432 -0.07307 1.55610
O -0.65461 -1.30470 1.67599
N 0.37068 2.21438 -1.05163
H -1.12796 -0.82419 3.84841
H -1.95806 0.67331 4.35143
H -0.22263 0.49106 4.65223
H -0.50785 2.70333 3.40616
H 0.12975 3.69543 1.13659
H 0.69565 3.16439 -1.17528
H 0.53803 1.57101 -1.81653
```

=====

# C10H15FN2O2

A single C10H15FN2O2 molecule at a distorted geometry (the ωB97M-V functional and the def2-TZVPD basis, the Open Molecules 2025 dataset).

The HOMO energy (spin up / spin down) is -6.976 / -6.974 eV. The energy above the lowest of the compared OMol25 structures with the same formula, charge and spin comes out at 256.9 kJ/mol. The net charge is 0. As for the spin multiplicity: 1. Its gap between HOMO and LUMO (spin up / spin down) is 5.44 / 5.44 eV.

Geometry as XYZ:
```
30
C10H15FN2O2 (the ωB97M-V functional and the def2-TZVPD basis)
C -0.50762 -0.78119 2.02303
C -1.12407 -1.11978 -0.64999
C -0.42575 1.26852 0.88602
C 0.87796 0.40080 -1.44037
C -0.62824 0.63298 2.16001
C 0.98934 1.19651 -0.08677
C 1.38741 2.62010 -0.43344
C 2.05879 0.40477 0.67102
C -2.49827 -1.86885 0.97717
C 0.27373 -1.60201 -2.44785
N -1.27990 -1.28277 0.70934
N 0.16064 -0.73012 -1.38870
O -0.16582 -1.56928 2.84676
O -2.02175 -1.22962 -1.39863
F 0.01913 1.18500 3.27712
H -1.18828 1.00816 0.10040
H -0.51338 2.31391 0.97769
H 1.15415 0.77800 -2.36459
H 0.57329 3.20742 -0.90060
H 2.32034 2.71695 -1.13185
H 1.57757 3.15960 0.51998
H 2.14987 -0.65187 0.35427
H 1.81088 0.51343 1.74505
H 2.99002 1.04222 0.45278
H -2.89145 -2.04951 2.02396
H -3.33210 -1.22148 0.54890
H -2.62549 -2.89889 0.50682
H -0.73424 -1.67718 -2.91809
H 0.95549 -1.13436 -3.23615
H 0.63773 -2.63147 -2.38329
```

=====

# C10H15N2O

2 unconnected molecules or ions with the total composition C10H15N2O at a distorted geometry (the ωB97M-V functional and the def2-TZVPD basis, the Open Molecules 2025 dataset).

The HOMO energy is -12.527 eV. The energy above the lowest of the compared OMol25 structures with the same formula, charge and spin comes out at 296.5 kJ/mol. The net charge is +1. As for the spin multiplicity: 1. Its gap between HOMO and LUMO is 8.64 eV.

Geometry as XYZ:
```
28
C10H15N2O (the ωB97M-V functional and the def2-TZVPD basis)
C 2.65041 1.39983 -2.56498
C 2.21681 0.29883 -1.93514
C 1.65204 2.29152 -3.00829
C 0.75736 -0.12285 -1.87575
C 0.35461 2.27543 -2.71277
C -1.36488 0.99645 -2.00624
C -0.55416 1.06294 1.68399
C -1.53818 -3.10859 1.26852
C -0.93305 -0.34380 1.73642
C -0.96423 -2.19344 0.27373
N -0.13192 1.08131 -2.14855
N -0.69124 -0.98244 0.44624
O -2.49113 0.95495 -1.99964
H 3.72240 1.65043 -2.86456
H 2.86304 -0.40250 -1.44936
H 1.98754 3.00262 -3.79063
H 0.38584 -0.46824 -0.91842
H -0.28233 3.11176 -3.00866
H -0.10013 1.28649 0.64803
H -1.48829 1.62755 1.78084
H 0.11296 1.45492 2.47753
H -1.88856 -4.05842 0.82664
H -0.76714 -3.24261 2.04904
H -2.36733 -2.65923 1.66973
H -0.40052 -1.09288 2.45189
H -2.03866 -0.49167 1.81204
H 0.57235 -0.82245 -2.66231
H -0.59716 -2.57941 -0.68135
```

=====

- What is the net charge in the fifth record?
  0

=====

What did the second record say?
# C10H15ClN3

A gas-phase ion, C10H15ClN3 (charge +1) at a distorted geometry (the ωB97M-V functional and the def2-TZVPD basis, the Open Molecules 2025 dataset).

The HOMO energy (spin up / spin down) is -12.637 / -12.570 eV. The energy above the lowest of the compared OMol25 structures with the same formula, charge and spin comes out at 572.3 kJ/mol. The net charge is +1. As for the spin multiplicity: 1. Its gap between HOMO and LUMO (spin up / spin down) is 7.33 / 7.94 eV.

Geometry as XYZ:
```
29
C10H15ClN3 (the ωB97M-V functional and the def2-TZVPD basis)
C 3.04565 0.16849 0.15305
C 2.19684 -2.02415 -0.85895
C 3.19129 -1.05008 -0.55514
C 1.97838 0.39399 0.87820
C -2.70530 1.80723 0.36595
C -2.25186 1.30888 -1.04349
C -2.78158 0.56914 1.30957
C -0.89523 0.56614 -0.88068
C -1.58556 -0.31335 1.44323
C -1.02975 -0.69591 0.03062
N 0.89466 -1.98321 -0.73093
N 0.28402 -1.31615 0.08986
N 4.39424 -1.25929 -0.99008
Cl 1.45818 0.93652 2.29846
H 3.93820 0.74538 0.00800
H 2.47645 -2.79186 -1.60368
H -1.76287 2.37947 0.68977
H -3.64477 2.32461 0.41702
H -3.01586 0.71032 -1.44994
H -2.13088 2.16049 -1.75573
H -3.03438 0.99689 2.29239
H -3.66514 -0.02267 0.95316
H -0.51512 0.35219 -1.86281
H -0.06997 1.16023 -0.41142
H -0.83549 0.20053 1.85009
H -1.88804 -1.13003 1.99349
H -1.78546 -1.42518 -0.52783
H 5.15396 -0.62772 -0.67111
H 4.58538 -2.14090 -1.43106
```